Entry 1:
62
Properties=species:S:1:pos:R:3:forces:R:3:lowdin_charge:R:1 method="wB97M-V/def2-TZVPD" charge=+2 homo_ev="-13.59 / -13.59" multiplicity=2 fmax_ev_per_a=6.19 gap_ev="6.33 / 1.97" energy_ha=-5682.36772
S -0.208 0.480 0.148 0.310 0.775 -2.844 0.384
H -2.168 -3.218 0.287 -0.462 0.443 0.224 0.085
H 2.561 -6.587 -0.097 -0.191 0.327 -0.271 0.154
H -3.014 -0.584 2.371 -0.233 0.091 0.295 0.147
C 1.405 3.689 -1.104 -0.140 -0.729 -0.125 -0.661
H 4.696 -7.203 0.859 0.116 -0.064 0.012 0.103
H -0.985 -3.950 1.269 -0.209 -0.305 0.057 0.091
O 1.257 0.254 0.215 -0.133 -0.034 0.400 -0.353
H -2.184 4.320 1.683 -0.048 -0.191 0.049 0.065
Mg -0.800 -0.823 -1.932 -0.181 1.340 -1.502 1.124
C -2.267 3.760 2.617 0.358 0.546 0.129 -0.695
C -2.008 -3.555 1.306 1.202 -0.519 0.249 0.009
C 2.272 -3.690 0.732 1.007 -0.356 0.450 -0.521
H -2.598 3.330 -5.393 0.143 -0.499 -0.040 0.145
O -0.514 0.935 -1.278 0.588 0.712 0.318 -0.413
O -2.372 -2.665 5.784 0.274 -0.453 2.311 0.512
C -0.996 4.002 3.434 -0.302 -0.512 -1.241 -0.678
O -1.904 1.873 -4.040 -0.038 0.039 0.017 0.099
H 3.201 -5.791 2.671 -0.051 0.198 0.138 0.136
O -0.420 0.210 -3.896 -0.059 -1.455 0.895 0.048
H 2.262 2.587 0.597 0.291 -0.028 -0.266 0.056
H 0.032 4.096 -4.092 -0.434 0.127 0.048 0.124
H -4.104 -1.993 2.113 0.032 0.047 0.079 0.158
C 1.864 3.560 0.330 -0.692 0.852 0.110 -0.668
Cl 0.380 5.129 -1.340 0.178 0.126 -0.110 0.585
O 2.908 -4.517 -0.108 -0.673 0.615 0.011 0.097
H 0.914 4.446 -6.256 0.156 -0.383 0.045 0.097
C 2.453 -5.640 1.899 0.498 -0.635 -0.933 -0.049
Cl 3.017 4.862 0.713 0.172 -0.249 0.110 0.583
H 0.748 2.865 -1.371 0.129 -0.157 0.140 0.027
H 0.990 3.734 0.956 0.065 -0.065 0.137 0.036
Cu 2.797 -0.701 -0.687 -0.696 -0.238 0.819 0.665
Cl -3.663 4.415 3.485 -0.489 -0.074 0.112 0.558
H -1.052 3.547 4.416 0.087 0.130 0.122 0.071
H 5.049 -5.964 -0.392 0.030 -0.308 -0.063 0.096
H -2.382 3.893 -3.777 0.384 -0.134 0.338 0.144
H -0.383 3.429 -7.009 0.360 -0.101 0.043 0.103
C 3.092 -5.832 0.477 0.096 -0.146 1.271 -0.267
C -0.486 3.538 -4.878 1.263 0.211 0.967 -0.255
H -1.109 -1.797 2.221 0.118 -0.265 -0.224 0.143
C -3.210 -1.625 2.616 0.232 -0.531 -0.928 0.013
O 2.033 -2.512 0.522 0.155 -0.550 -0.483 0.084
H -2.688 -4.360 1.573 -0.172 0.068 -0.058 0.110
H -0.182 3.584 2.834 0.053 -0.124 0.417 0.040
C -1.948 -2.475 2.347 -0.664 1.205 -0.184 -0.241
O -1.727 -3.086 3.665 0.075 -0.426 2.388 0.169
O 2.011 -4.275 1.910 -0.359 0.241 -0.566 0.081
C -2.500 -2.528 4.566 -0.911 0.943 -6.054 -0.406
H -0.693 5.019 -6.470 -0.167 -0.021 0.548 0.105
H 1.631 -6.335 2.056 -0.234 0.294 0.106 0.135
H -2.455 2.712 2.398 0.164 -0.007 0.141 0.039
H 2.243 3.688 -1.797 0.023 0.352 -0.044 0.076
O -0.731 1.406 1.088 -0.020 -0.687 0.932 -0.228
C -1.937 3.244 -4.525 -0.359 0.141 -0.608 -0.023
C -0.696 1.358 -4.208 -0.284 1.164 -0.236 -0.572
C -0.122 4.124 -6.205 -0.753 0.156 -0.975 -0.010
O -3.451 -1.779 4.036 0.742 -0.262 2.024 0.162
O -0.908 -0.879 0.014 -0.022 -1.120 1.140 -0.414
Cl -0.689 5.736 3.533 0.173 0.230 0.270 0.582
O 0.156 2.200 -4.742 -0.427 -0.388 -0.015 0.129
C 4.567 -6.167 0.563 -0.275 0.842 -0.157 -0.011
H 5.014 -5.493 1.296 0.204 -0.201 0.066 0.097

Entry 2:
36
Properties=species:S:1:pos:R:3:forces:R:3:lowdin_charge:R:1 method="wB97M-V/def2-TZVPD" homo_ev=-9.66 fmax_ev_per_a=2.33 smiles="CCC[C@@H](C)[C@@H]1C[C@H](c2cccnc2)C(=O)O1" gap_ev=10.37 energy_ha=-750.10450 e_above_lowest_kcal_mol=17.50
N -4.612 0.633 -0.372 0.591 -0.714 0.374 0.082
C -1.469 -1.314 -1.174 0.794 1.490 1.603 -0.108
H -3.195 0.593 -1.853 -0.057 0.150 -0.111 0.117
C -4.281 -1.030 1.334 0.393 -0.510 0.237 -0.060
C -3.139 -1.528 0.731 -0.580 0.350 0.174 0.004
C -0.474 -2.052 -0.270 0.096 -0.914 0.428 -0.418
C -4.945 0.023 0.769 -0.989 0.818 0.027 -0.163
H -1.636 -1.927 -2.050 -0.194 -0.072 -0.259 0.161
H 3.574 1.449 -0.507 -0.020 0.269 0.008 0.105
H 4.066 1.637 2.024 -0.017 0.227 -0.110 0.074
H -5.820 0.407 1.277 -0.130 0.097 -0.068 0.103
H 1.261 0.583 0.747 -0.495 -0.244 0.040 0.127
H 1.428 -0.504 -2.023 -0.232 -0.072 -0.286 0.151
H 3.312 -0.090 -1.246 0.016 -0.147 -0.116 0.112
O 0.753 -1.520 -0.385 0.202 -0.270 0.070 0.067
H 1.205 2.799 0.223 -0.053 0.099 0.157 0.084
H 3.334 -1.164 1.034 -0.373 -0.087 -0.010 0.108
H 2.481 0.948 2.358 -0.126 0.002 0.110 0.064
H -0.947 0.821 -0.856 -0.587 -0.111 0.155 0.108
C 1.222 2.183 -0.670 -0.051 -0.043 -0.100 -0.040
H 4.740 -0.212 0.701 0.139 -0.197 -0.100 0.104
H 0.279 2.323 -1.191 -0.137 0.020 0.081 0.065
C 1.533 0.719 -0.294 0.647 0.963 -0.446 -0.296
C -0.663 -0.021 -1.473 0.110 -0.206 -0.940 -0.083
H 3.949 0.197 2.982 -0.067 -0.122 0.195 0.070
C 3.665 -0.142 0.876 0.667 0.169 -0.082 -0.255
C -3.506 0.133 -0.923 -0.246 0.692 -0.761 -0.117
H -2.611 -2.354 1.169 0.180 -0.132 -0.084 0.106
H -4.655 -1.465 2.245 -0.064 -0.049 0.179 0.104
C 3.063 0.501 -0.367 -0.140 -0.321 0.370 -0.175
O -0.660 -2.997 0.464 -0.001 0.687 -0.771 0.111
C -2.734 -0.896 -0.430 0.428 -1.412 -0.085 -0.166
H -0.827 0.250 -2.512 0.211 0.339 -0.082 0.128
H 1.990 2.609 -1.307 0.142 -0.050 -0.230 0.074
C 0.801 -0.297 -1.157 -0.105 -0.636 0.372 -0.244
C 3.515 0.706 2.127 0.046 -0.063 0.064 -0.106